No. 1
Molecular formula: C40H88MgO26S9
Method: DFT, ωB97M-V with the def2-TZVPD basis set

Geometry as ORCA input:
```
! wB97M-V def2-TZVPD RIJCOSX def2/J DEFGRID3
* xyz 0 1
S -4.98433 0.97150 3.02757
S -4.30283 -2.39993 -2.72137
S 3.05439 6.05135 0.69896
S -1.29439 -1.26440 6.98081
S -0.58133 -0.26943 -4.24982
S 2.84189 -4.26053 2.52408
S -0.66185 -4.74688 -3.32267
S 1.72480 3.18277 -3.53395
S -1.85834 -4.09843 1.15574
Mg -1.31144 -1.83043 -1.37369
O -0.71209 6.14658 2.01159
O 0.03536 6.64574 4.04860
O 2.19615 4.50737 -4.12728
O -2.35948 -2.23000 6.49196
O -0.66365 -3.45080 -2.53803
O 1.63309 0.84037 3.61169
O -0.17198 2.25854 3.73742
O -5.38785 3.47055 -3.45228
O -6.89414 1.84828 -3.49549
O -1.80869 5.30839 3.69990
O 1.87237 2.89679 3.03815
O 5.16159 -7.64788 -0.23189
O -2.20192 -0.29725 -0.45220
O 6.22478 -0.97581 1.65435
O -1.46410 -3.44849 -0.14945
O -4.97465 1.57906 -2.30155
O 4.54108 -5.45832 -0.40651
O 4.80477 -2.03488 0.23769
O 5.13268 0.14531 0.00912
O -1.21431 -0.95716 -3.01915
O 6.05725 -6.13073 1.25187
O -2.90231 -2.54603 -2.11558
O -5.85346 2.05072 3.69370
O 2.30010 4.75802 0.77074
O 0.52591 -1.39669 -0.80604
O 2.10276 -5.16938 3.45560
C -0.28877 -0.77821 5.48086
C -3.46419 1.16112 3.93225
C 1.72096 3.49678 -1.71840
C -4.06340 3.63024 -2.97998
C 3.95616 -5.13261 -2.68165
C 2.85716 0.81292 2.92407
C -2.52100 -2.66431 2.16229
C 1.24071 -0.30745 -3.84312
C 0.36205 -0.32449 0.10381
C 2.74858 6.96970 -0.84933
C 5.46292 -0.91515 0.67194
C -1.06431 0.38000 0.11214
C -3.76582 2.32753 -2.24011
C -3.51212 -4.90691 0.92443
C -3.94545 4.90108 -2.11357
C -2.46185 -5.24953 -3.63886
C 3.80279 -6.05732 -1.45118
C -1.12650 4.60354 0.26010
C 5.32221 -6.38202 0.32452
C 2.41313 -2.51640 2.93795
C 4.53521 0.51834 -2.19792
C -2.29754 4.64091 2.54164
C 1.00633 2.02540 3.45560
C 4.10683 -0.20931 -0.88521
C -5.30222 -1.62816 -1.35859
C -0.77797 6.08021 3.28868
C -1.78597 5.42247 1.39093
C -4.22089 -1.04461 -3.98459
C -0.30950 -6.18277 -2.21817
C 4.35496 -7.50827 -1.42137
C 2.38484 7.38715 1.80211
C 3.09530 2.35257 2.48417
C 1.95897 -4.20350 0.90419
C 0.10142 -2.20747 7.76176
C -4.42346 1.81018 1.43321
C 4.30328 3.08906 3.06230
C 4.17106 -1.69143 -0.94821
C -0.07779 3.30854 -3.76689
C -0.60463 -1.53787 -5.64910
C -5.81955 2.23175 -3.10172
H -0.84467 -6.09225 -1.27293
H -1.60993 -1.74590 -6.01543
H 3.09187 0.02037 -0.56087
H 3.08653 -1.88074 2.36301
H -1.28189 0.74937 1.11431
H -0.87065 1.23550 -0.53494
H -0.18966 4.24775 0.68887
H -0.61178 2.52587 -3.22801
H -2.49049 -6.28830 -3.96786
H 1.57819 -1.32124 -3.62762
H -0.36666 3.21721 -4.81393
H 3.05101 2.22653 1.40240
H -4.33929 5.74860 -2.67456
H -4.60170 4.85281 -1.24460
H 1.84646 -5.24598 0.60643
H 4.51174 1.60805 -2.20778
H 3.87553 -5.78304 -3.55260
H -3.34128 -2.24407 1.58039
H -3.47258 2.49308 -1.20342
H -3.55493 -5.74433 0.22802
H -1.72676 3.73547 -0.01234
H -5.37435 -2.30233 -0.50513
H 1.16784 0.39947 -0.01733
H -5.09772 1.39883 0.68203
H -0.18835 -1.63724 4.81749
H 2.78108 3.43672 -1.47215
H -0.82157 -0.00549 4.92666
H -2.95617 -5.22334 -2.66775
H 3.25365 7.93560 -0.84410
H -4.38941 2.89372 1.31978
H -3.42068 1.47149 1.17278
H 4.31111 2.89682 4.13518
H -1.75890 -1.90488 2.33718
H -3.97485 -5.08722 1.89471
H -3.37801 4.75032 2.44826
H 3.47446 -8.14733 -1.35486
H 1.20051 2.80937 -1.05155
H 4.17110 4.15011 2.85063
H 1.67236 7.11422 -0.94399
H -5.24729 -0.71858 -4.15286
H -2.93870 1.82207 -2.73858
H 0.76691 -6.29102 -2.08498
H -4.80119 -0.79047 -0.87347
H 3.06782 8.23055 1.90369
H -3.54384 -0.27820 -3.60731
H -3.30191 0.55221 4.82163
H 2.53510 -2.31991 4.00313
H -3.76283 -1.50328 -4.86089
H 5.57591 0.29553 -2.43327
H 2.11575 7.01613 2.79107
H -0.28758 -2.98814 8.41546
H -2.61675 0.83359 3.33002
H 3.14010 6.49796 -1.75060
H -3.37083 2.22691 4.14074
H 1.48820 0.41929 -3.06937
H -2.02513 3.59011 2.44307
H -0.59220 -7.12988 -2.67767
H 4.74491 -2.01914 -1.81506
H 3.14968 -2.07185 -0.96030
H -0.16859 -2.50160 -5.38608
H 3.69788 0.45011 3.51539
H -6.25965 -1.23665 -1.70233
H 3.97695 0.07846 -3.02432
H -2.91808 -4.62825 -4.40955
H 0.67117 -0.29103 5.65200
H 3.17989 -4.40919 -2.93100
H 0.66350 -2.74296 6.99663
H -2.84452 -3.07200 3.12002
H -0.86753 5.17739 -0.62969
H 0.55658 -0.66964 1.11925
H 0.99604 -3.69335 0.92896
H -0.07678 -1.13264 -6.51238
H -4.17944 -4.23240 0.38794
H 1.39478 -2.26705 2.63977
H 2.65990 -3.76436 0.19428
H 2.83267 0.14533 2.06278
H -2.60945 6.00309 0.97518
H 1.54545 7.88438 1.31602
H 0.76418 -1.51233 8.27713
H 5.17984 2.59472 2.64353
H 4.91768 -4.61924 -2.67838
H 2.73750 -5.99986 -1.22765
H -3.61557 3.75460 -3.96592
H 1.38930 4.50380 -1.46546
H 1.68839 -0.00468 -4.78970
H 4.87366 -7.78091 -2.34046
H -2.99386 5.33981 -1.81341
H -0.37697 4.23934 -3.28499
*
```

Results
- HOMO-LUMO gap: 6.848 eV
- HOMO level: -7.315 eV

Atomic partial charges in e from the Mulliken method, atoms 1 to 8:
1 S 0.475
2 S 0.203
3 S 0.422
4 S 0.472
5 S 0.486
6 S 0.570
7 S 0.250
8 S 0.599

No. 2
Molecular formula: C26H30N5O4PSV
Method: DFT, ωB97M-V with the def2-TZVPD basis set

Geometry as ORCA input:
```
! wB97M-V def2-TZVPD RIJCOSX def2/J DEFGRID3
* xyz 1 1
V -0.32698 -0.21397 0.16008
S 0.14326 -2.21412 0.22468
P -3.03862 0.39986 1.40165
O -3.10969 1.83006 1.11339
O -3.58154 -0.55000 0.28605
O -3.61432 0.01761 2.78664
O -1.50941 -0.19557 1.41603
N -0.20477 1.70352 -0.15941
N -0.56132 -0.26642 -1.92419
N 1.49584 0.18498 1.07519
N 0.72472 2.29000 1.97776
N -1.59501 1.92722 -2.09827
C -4.99186 0.53998 -1.33601
C 3.56761 -0.68029 1.93103
C -3.36879 -2.43633 2.74107
C -1.26243 0.69023 -2.59975
C -0.18055 -1.36739 -2.65140
C 2.52691 1.17623 2.99353
C 3.53100 0.24773 2.97357
C -5.15177 -1.91780 -0.82795
C -1.33216 -0.65269 -4.59736
C -4.63082 -1.21623 4.52129
C -0.68792 3.81531 0.72237
C -2.14131 4.73339 -0.96580
C -1.34464 3.71694 -0.48296
C -2.25181 5.87206 -0.17546
C -2.13782 -1.00253 4.40323
C -0.78821 4.93559 1.52053
C -4.96108 -0.52866 -0.26003
C -0.52322 -1.58825 -3.94941
C -1.58691 5.97158 1.04870
C -3.41835 -1.20079 3.61655
C -1.07536 2.37754 -1.02208
C 1.54709 1.18083 1.99636
C -5.95178 -0.23946 0.85039
C 2.54342 -0.68900 1.03186
C 0.02460 2.54945 0.93949
C -1.68697 0.47641 -3.91889
H -1.70105 6.86919 1.64130
H -1.65567 -0.80903 -5.61782
H -5.54693 -1.32753 3.94046
H 4.36935 -1.39687 1.83050
H -2.02386 -1.82050 5.11616
H -5.77075 0.72593 1.32705
H -5.16237 -2.66546 -0.03500
H -2.27726 1.26254 -4.36645
H 2.51804 -1.40637 0.22775
H -4.34906 0.25994 -2.17226
H -0.27325 4.99850 2.46935
H -6.01041 0.65019 -1.71128
H -3.26246 -3.30739 3.38894
H -6.09974 -1.97095 -1.36590
H -2.52276 -2.42669 2.05186
H 2.47394 1.96225 3.73225
H -6.94976 -0.20964 0.41166
H -2.17230 -0.06472 4.95735
H -2.86857 6.69582 -0.50906
H -0.17011 -2.48214 -4.44225
H -2.65823 4.64190 -1.91119
H -4.34766 -2.15617 -1.52528
H -4.65834 1.50077 -0.94244
H 0.43656 -2.07882 -2.13002
H -4.55555 -2.05479 5.21414
H -5.93547 -1.01976 1.61272
H -4.69454 -0.29267 5.09593
H -4.28733 -2.55187 2.16480
H 4.29870 0.25298 3.73586
H -1.26416 -0.99714 3.75210
*
```

Results
- HOMO-LUMO gap (alpha / beta): 6.545 / 6.548 eV
- HOMO level (alpha / beta): -11.431 / -11.431 eV

Atomic partial charges in e from the Mulliken method, atoms 1 to 8:
1 V -0.049
2 S -0.335
3 P 0.302
4 O -0.842
5 O -0.164
6 O -0.230
7 O 0.428
8 N -0.171

No. 3
Molecular formula: CH4OS2
Method: DFT, ωB97M-V with the def2-TZVPD basis set

Geometry as ORCA input:
```
! wB97M-V def2-TZVPD RIJCOSX def2/J DEFGRID3
* xyz 0 1
S 1.54941 4.95511 -0.28291
S 1.01243 3.79414 -1.89663
O 0.09842 -4.46490 1.03091
C -1.06429 -4.16027 0.88799
H -1.39571 -3.70806 -0.05459
H 1.90463 3.98380 0.51400
H -0.30018 4.03512 -1.84351
H -1.80470 -4.43494 1.64474
*
```

Results
- HOMO-LUMO gap: 9.702 eV
- HOMO level: -9.353 eV

Need the Mulliken charges? In units of e they are:
1 S -0.161
2 S -0.169
3 O -0.380
4 C -0.059
5 H 0.219
6 H 0.163
7 H 0.167
8 H 0.221

No. 4
Molecular formula: C48H60BF4N3O5V
Method: DFT, ωB97M-V with the def2-TZVPD basis set

Geometry as ORCA input:
```
! wB97M-V def2-TZVPD RIJCOSX def2/J DEFGRID3
* xyz -2 4
V 0.41298 0.24970 -3.11979
F -0.93916 4.96626 -2.97922
F -1.52235 4.83138 -5.19627
F -2.34319 6.53919 -3.86089
F -3.04309 4.32606 -3.57740
O 2.65083 0.28758 -2.40988
O 0.39569 2.38075 -3.90951
O -1.84418 0.09088 -2.91946
O 0.22327 1.39899 -1.37665
O 0.35668 -1.77474 -2.59214
N 0.99771 -2.10109 -9.14187
N 0.40485 -0.38893 -5.23910
N 0.27890 -0.24056 -7.66960
C -3.37092 -0.97935 2.41707
C -2.23353 -1.91954 2.94314
C -2.19641 -2.63191 -2.01991
C -2.94097 -1.61958 0.05739
C 1.42928 -3.34052 -1.14524
C -0.98046 -3.34708 -1.46581
C 0.05878 -6.17814 0.94364
C -3.13752 -0.60725 0.95878
C 0.70447 -1.23403 -8.42755
C -2.55949 1.01005 -0.78703
C -1.07175 -4.48904 -0.63223
C 3.11316 0.86296 1.16748
C -1.20026 4.25884 0.32721
C -2.34760 -0.07656 -1.62042
C 0.09493 2.43071 -0.62941
C 0.92054 -7.36404 0.34100
C -3.49690 0.19087 3.39114
C 1.04096 6.69268 2.36728
C 3.04839 -1.48473 0.78484
C 2.94983 1.14335 -0.18182
C -2.51695 -1.38940 -1.19719
C -1.40549 6.17349 2.67142
C 1.33873 -4.43229 -0.28344
C -0.65936 7.14603 0.55165
C -2.33437 2.46068 -1.07480
C -2.99223 0.71462 0.49985
C -2.80959 0.74647 -3.76115
C -1.41520 -6.75882 1.07029
C 2.86963 0.01814 -1.04690
C 3.64330 -0.16535 -3.34891
C 2.62433 2.56556 -0.58622
C 1.16446 4.25723 0.58383
C -0.06865 4.83325 0.88647
C -1.14285 3.08483 -0.37854
C 0.33888 -0.35674 -6.39614
C 3.19562 -0.42366 1.65744
C 2.83818 -1.29801 -0.58884
C -0.22082 6.16177 1.64422
C 3.39183 -0.73798 3.18093
C 2.68500 -2.56938 -1.43166
C 2.33577 0.04726 3.93939
C 0.09408 -5.00727 -0.05782
C -4.62264 -1.87437 2.48684
C 4.79849 -0.28017 3.64010
C 0.29110 -2.77036 -1.77900
C 3.18841 -2.21001 3.48394
C 0.72685 -5.74179 2.28792
C 1.28428 3.06589 -0.09947
B -1.98077 5.20051 -3.91300
H 0.35907 2.66787 -4.83246
H -1.34104 7.14769 3.17832
H -2.37755 -2.02554 4.00465
H 0.40013 -4.75572 2.67509
H 3.63270 -3.15559 -1.28948
H 1.98544 -7.07975 0.20274
H -3.77634 0.20003 -3.78674
H -2.00835 -4.97531 -0.36714
H -3.05853 -2.63213 0.41208
H -3.21739 3.00553 -0.77137
H 4.63414 -0.11110 -2.85743
H -2.17457 -6.05117 1.41710
H -2.22060 4.70874 0.43325
H -2.59983 0.71621 3.52039
H -0.72017 8.17651 0.92403
H -4.60514 -2.63103 1.70370
H 3.88065 -2.79336 2.88657
H 3.37270 3.22993 -0.18377
H 3.52165 -1.21551 -3.65717
H 0.86485 -8.19443 1.04036
H 4.94963 -0.55048 4.65692
H 3.61720 0.46055 -4.20749
H -0.02281 7.17403 -0.30275
H -2.35967 -2.91943 2.56570
H -2.38633 6.14135 2.16927
H -3.22610 1.52864 1.19707
H -2.08457 -2.38771 -3.07508
H 1.78925 6.96835 1.58379
H 3.34331 -2.39098 4.54624
H -1.74136 -7.10407 0.09157
H 2.23292 -4.76240 0.16916
H 2.32551 -0.19891 5.00860
H 0.03090 3.09180 -3.36634
H 0.50380 -7.65895 -0.59565
H -1.39081 -7.56980 1.81210
H -1.24791 -1.55768 2.72743
H -2.36219 0.81537 -4.72673
H 3.04516 -2.50426 1.12105
H -3.79690 -0.14366 4.35608
H 5.59464 -0.78475 3.05853
H 3.17649 1.65029 1.94349
H -4.23218 0.90118 3.09696
H 1.35646 -0.19470 3.63272
H -2.18826 2.67615 -2.11271
H 2.36368 1.10965 3.75196
H 0.81436 7.61014 2.94292
H 1.80207 -5.70705 2.18062
H -1.30440 5.35643 3.41958
H 2.20835 -2.57250 3.19224
H 2.59920 2.58842 -1.68877
H -5.60420 -1.30348 2.36679
H -4.66911 -2.47114 3.42719
H 0.54170 -6.48125 3.05862
H -1.63306 6.88058 0.12155
H -3.04082 1.75338 -3.38900
H 1.52128 5.97061 2.99993
H 2.03871 4.72087 1.04512
H -3.14723 -3.23344 -1.94330
H 2.58863 -2.25800 -2.45177
H 4.94946 0.78170 3.52459
*
```

Results
- HOMO-LUMO gap (alpha / beta): 5.601 / 6.044 eV
- <S²>: 3.754
- HOMO level (alpha / beta): -1.947 / -2.391 eV

Atomic partial charges in e from the Mulliken method, atoms 1 to 8:
1 V 1.488
2 F -0.411
3 F -0.425
4 F -0.382
5 F -0.398
6 O -0.389
7 O -0.431
8 O -0.125